Entry A
Density functional theory data (ωB97M-V/def2-TZVPD) for the molecule C3H6N2OS.

```
13
Properties=species:S:1:pos:R:3:nbo_charge:R:1
C 0.5999 -0.0019 0.2511 0.524
C -0.9561 -1.5477 -0.1458 -0.380
C 1.7753 0.8454 0.4239 -0.688
N 0.2141 -1.1020 0.3907 -0.425
N -0.5177 1.0634 -0.5128 -0.903
O -2.5934 0.3754 0.7926 -0.962
S -1.9844 0.1031 -0.5351 1.286
H -0.7474 -1.9412 -1.1479 0.204
H -1.5158 -2.2781 0.4526 0.237
H 1.7608 1.4575 -0.4789 0.244
H 2.7300 0.3583 0.7321 0.244
H 1.4452 1.5172 1.2451 0.262
H -0.2105 1.1505 -1.4675 0.358
```

HOMO energy = -9.0 eV
E_LUMO = 0.6 eV

---

Entry B
Density functional theory data (ωB97M-V/def2-TZVPD) for a 2-piece molecular cluster, C3H6N2OS overall.

```
13
Properties=species:S:1:pos:R:3:nbo_charge:R:1
C 0.0760 1.7703 0.3558 -0.101
C 0.2744 0.2837 0.0010 0.064
C -0.2552 -2.6166 -0.3225 -0.132
H 1.7164 2.5208 -0.4377 0.490
H -0.4176 2.0625 -0.7229 0.183
H -0.5387 1.8606 1.2296 0.184
H -1.5306 -0.1305 0.8661 0.381
H -0.9421 -3.4896 -0.6259 0.210
H 1.1247 -2.7496 0.2279 0.271
N -0.8495 -0.5203 0.3483 -0.454
N -1.3314 -1.6368 -0.3539 -0.246
O 1.1446 2.5749 0.4957 -0.701
S 1.5289 0.0707 -1.0616 -0.149
```

HOMO energy = -8.8 eV
E_LUMO = -0.2 eV

---

What is the stability order? It is entry A, entry B, from most stable to least stable.